Density functional theory data (the ωB97M-V functional and the def2-TZVPD basis) for C52H63N6PS3Sn as an isolated structure at a distorted geometry.

Results
ΔE to the lowest compared entry with this formula, charge and spin: 0.0 kJ/mol
DFT total energy: -111500.0893 eV

ORCA input file:
```
! RIJCOSX wB97M-V def2-TZVPD def2/J DEFGRID3
* xyz 2 1
Sn -0.60135 -0.03290 -0.15581
S -4.47405 -2.66941 -0.06968
C -4.85801 -1.10980 0.51703
C -3.82624 -0.23069 0.39634
C -2.68577 -0.81954 -0.18838
C -2.87700 -2.14219 -0.49528
C -1.89862 -3.00054 -1.11292
C -2.19055 -4.29799 -1.54179
C -1.20466 -5.03700 -2.16335
C 0.03779 -4.44956 -2.37283
C 0.24055 -3.16135 -1.91341
N -0.68556 -2.46485 -1.27733
H -5.83626 -0.92856 0.91858
H -3.87998 0.79625 0.71170
H -3.17854 -4.70264 -1.38326
H -1.39980 -6.04957 -2.48276
H 0.82783 -4.98318 -2.87385
H 1.17847 -2.64855 -2.06489
C -3.11064 6.45858 -0.87216
C -2.40540 6.58988 0.44316
C -2.59628 7.70439 1.24798
C -1.91472 7.85289 2.44357
C -1.00427 6.89114 2.84537
C -0.80274 5.76464 2.06671
C -1.52224 5.59798 0.88634
N -1.34077 4.45626 0.07087
C -1.30864 3.15239 0.42078
N -1.49661 2.90503 1.73633
C -1.36258 1.76575 2.50877
C -0.81930 0.56985 2.08893
C -0.67351 -0.51504 2.91253
C -1.12293 -0.45243 4.21924
C -1.66974 0.73455 4.67397
C -1.78624 1.84423 3.85854
C -2.32369 3.12928 4.41572
N -1.19276 2.22236 -0.50047
C -1.14943 2.71674 -1.83458
C 0.06955 3.12501 -2.35969
C 0.14493 3.64612 -3.63672
C -1.00798 3.77593 -4.39221
C -2.22274 3.37320 -3.86891
C -2.32057 2.84336 -2.58826
C -3.64790 2.44184 -2.02819
H -3.80013 7.28556 -1.01271
H -3.67007 5.52577 -0.93538
H -2.39268 6.47887 -1.69371
H -3.29099 8.46705 0.93094
H -2.07905 8.72775 3.05138
H -0.43939 7.01843 3.75582
H -0.05602 5.03632 2.35075
H -1.31391 4.64322 -0.92329
H -1.78999 3.72353 2.26018
H -0.21002 -1.41762 2.53177
H -1.05229 -1.31421 4.86418
H -2.00639 0.79890 5.69696
H -2.64879 2.97136 5.43995
H -3.17977 3.49694 3.85152
H -1.55424 3.90213 4.43035
H 0.94578 3.04075 -1.73409
H 1.09410 3.97608 -4.03218
H -0.96006 4.21359 -5.37625
H -3.11815 3.48531 -4.46055
H -4.45175 2.71643 -2.70533
H -3.82361 2.92283 -1.06737
H -3.68328 1.36485 -1.86782
C 4.66467 2.65656 0.77237
S 3.14489 2.35108 -0.16701
C 3.83839 2.55915 -1.83158
H 5.41116 1.90960 0.51239
H 4.42020 2.59571 1.82758
H 5.02302 3.65364 0.53078
H 4.36956 3.50550 -1.87853
H 3.00456 2.56669 -2.52449
H 4.50891 1.73389 -2.05421
C 0.63761 -3.79163 3.08289
C 2.07820 -3.57647 2.62866
C 3.03837 -3.71814 3.80291
P 2.23282 -1.99026 1.60191
C 3.26096 -0.62290 2.39939
C 4.72277 -0.92990 2.71311
C 2.56147 -0.04363 3.62721
C 3.25009 -2.60178 0.14520
C 4.46287 -3.48671 0.42908
C 3.60661 -1.42342 -0.75247
H 0.53413 -4.79891 3.47917
H -0.05676 -3.68721 2.24882
H 0.35956 -3.10034 3.87351
H 2.29881 -4.36274 1.89738
H 2.91323 -2.92169 4.53111
H 4.07218 -3.74616 3.47078
H 2.83298 -4.66148 4.30791
H 3.23042 0.14203 1.60938
H 4.82119 -1.71786 3.45132
H 5.18717 -0.03486 3.12640
H 5.28116 -1.20181 1.82399
H 2.41592 -0.79232 4.40050
H 1.59501 0.37905 3.36584
H 3.17708 0.74883 4.05054
H 2.51831 -3.22904 -0.38109
H 5.26083 -2.96656 0.94771
H 4.86361 -3.82477 -0.52491
H 4.19870 -4.36731 1.00827
H 4.45361 -0.87000 -0.35644
H 2.75431 -0.74306 -0.81783
H 3.87053 -1.77357 -1.74920
S 0.17159 1.02219 -7.01993
C 0.17211 0.60806 -5.30159
C 1.31479 0.47555 -4.51623
C 1.16194 0.21935 -3.16907
N -0.02144 0.06430 -2.59577
C -1.10774 0.09590 -3.35398
C -1.06416 0.36814 -4.70257
C 0.96765 2.63014 -7.02116
C 2.19392 2.91736 -6.44589
C 2.64616 4.22988 -6.51146
N 1.97289 5.19410 -7.09935
C 0.82615 4.91284 -7.68358
C 0.27114 3.64168 -7.67025
H 2.30556 0.54743 -4.93486
H 2.02249 0.14093 -2.52264
H -2.04496 -0.07795 -2.84538
H -1.97075 0.42301 -5.28405
H 2.80720 2.16827 -5.97830
H 3.59578 4.51023 -6.07378
H 0.32785 5.73854 -8.17025
H -0.67365 3.44085 -8.14796
*
```

Density functional theory data (the ωB97M-V functional and the def2-TZVPD basis) for a 2-piece molecular cluster, C52H64N2O4S2 overall at a distorted geometry.

Results
ΔE to the lowest compared entry with this formula, charge and spin: 0.0 kJ/mol
DFT total energy: -87799.8049 eV

ORCA input file:
```
! RIJCOSX wB97M-V def2-TZVPD def2/J DEFGRID3
* xyz 0 1
C -1.16833 1.57594 8.94887
C -0.34988 2.26021 8.04741
C -0.42354 1.98023 6.68283
C -1.31110 1.01062 6.22144
S -1.44231 0.74536 4.44593
C -0.64874 -0.81577 3.88765
C -0.84493 -1.20068 2.60927
S 0.86774 -1.32439 4.75102
C 0.61136 -2.43625 6.16172
C 0.61838 -1.91617 7.45706
C 0.43360 -2.76680 8.55166
C 0.31254 -4.14454 8.34550
C 0.42340 -4.67452 7.05489
C 0.59313 -3.82013 5.96137
O 1.64647 -2.07136 3.78670
O 1.39153 -0.10766 5.33753
O -2.83781 0.55963 4.11613
O -0.71228 1.85435 3.86149
C -2.19362 0.38438 7.10481
C -2.09261 0.64041 8.47501
H -1.09156 1.77878 10.02026
H 0.34993 3.02188 8.39425
H 0.19422 2.52086 5.97144
H -0.21555 -1.97687 2.18068
H -1.71985 -0.85121 2.06221
H 0.76900 -0.84929 7.61319
H 0.38047 -2.34436 9.55828
H 0.11420 -4.80362 9.19306
H 0.36962 -5.75250 6.89176
H 0.72547 -4.21375 4.95578
H -2.94941 -0.29358 6.71579
H -2.75057 0.12098 9.17501
C -0.52833 -2.89309 -0.88561
C 0.85638 -3.39425 -1.25679
C 1.03157 -4.76528 -0.58361
C 0.95857 -3.61986 -2.76153
C 1.94530 -2.38344 -0.79341
C 2.66319 -2.74170 0.35457
C 4.00238 -2.38603 0.46020
C 4.50740 -1.47485 -0.45571
C 3.66106 -0.70574 -1.26142
C 4.34112 0.59006 -1.80597
C 3.38884 1.75160 -2.00987
C 5.12713 0.25352 -3.08024
C 5.36317 1.14225 -0.79328
C 2.33575 -1.18792 -1.47590
N 1.42630 -0.49301 -2.35903
C 1.69125 -0.32014 -3.79345
C 0.68553 0.70775 -4.21763
N -0.26316 0.80195 -3.09529
C -1.53617 1.47835 -3.31552
C -2.54462 0.81788 -4.09673
C -2.50346 -0.60515 -4.74920
C -3.90487 -1.23913 -4.78032
C -1.67289 -1.63967 -4.01675
C -2.05634 -0.45941 -6.21217
C -3.69179 1.52825 -4.45073
C -3.95545 2.79311 -3.95492
C -2.95341 3.45836 -3.27346
C -1.72369 2.85693 -2.98526
C -0.66100 3.88328 -2.48369
C -1.26411 4.86152 -1.46300
C -0.15025 4.66945 -3.70399
C 0.51113 3.25528 -1.77648
C 0.25338 0.14904 -1.98231
C -0.13304 0.20228 -0.63934
C -1.34978 0.79494 -0.14503
C -2.62374 0.52027 -0.70305
C -3.72522 1.26850 -0.30656
C -3.62465 2.17613 0.75203
C -2.40878 2.34110 1.41494
C -1.28170 1.64692 0.98964
H -0.72748 -1.95226 -1.40378
H -1.29513 -3.62991 -1.17105
H -0.59667 -2.69274 0.19017
H 2.04016 -5.16672 -0.74170
H 0.82752 -4.72852 0.49359
H 0.31704 -5.47405 -1.02292
H 1.90627 -4.11571 -3.00856
H 0.12262 -4.24331 -3.10329
H 0.92949 -2.67132 -3.29849
H 2.22603 -3.39655 1.11108
H 4.64192 -2.82844 1.22906
H 5.58449 -1.29920 -0.48725
H 2.87949 1.99452 -1.06904
H 3.96665 2.63384 -2.32387
H 2.65440 1.56426 -2.78955
H 6.04387 -0.29126 -2.81644
H 4.56464 -0.37476 -3.78110
H 5.41510 1.18327 -3.59048
H 6.24410 0.50005 -0.68580
H 5.72083 2.11738 -1.14960
H 4.89759 1.28926 0.18933
H 2.72402 -0.00591 -3.97184
H 1.55305 -1.25589 -4.35922
H 1.14732 1.69156 -4.39572
H 0.17353 0.41871 -5.13922
H -4.55513 -0.79776 -5.54106
H -3.80723 -2.30329 -5.02757
H -4.39355 -1.17152 -3.80145
H -0.64316 -1.32987 -3.86170
H -2.12437 -1.89566 -3.05022
H -1.65061 -2.55987 -4.62033
H -1.10446 0.07184 -6.31939
H -1.94955 -1.45226 -6.66979
H -2.80860 0.10548 -6.77879
H -4.41689 1.08670 -5.13517
H -4.90892 3.28199 -4.16224
H -3.12336 4.50382 -3.01368
H -1.79252 4.31806 -0.66928
H -0.45402 5.43533 -0.99339
H -1.94335 5.58733 -1.92166
H 0.29078 3.99330 -4.45060
H -0.96596 5.22402 -4.18641
H 0.62230 5.38766 -3.39799
H 1.06865 2.61644 -2.45228
H 1.19270 4.04622 -1.43363
H 0.19998 2.66399 -0.90950
H 0.59039 -0.18068 0.07543
H -2.70255 -0.28521 -1.43948
H -4.67318 1.13624 -0.82791
H -4.48222 2.77992 1.04309
H -2.33359 3.00988 2.26999
H -0.33443 1.73140 1.52658
*
```

Density functional theory data (the ωB97M-V functional and the def2-TZVPD basis) for C52H68GeN6O4P3Ru as an isolated structure at a distorted geometry.

Results
ΔE to the lowest compared entry with this formula, charge and spin: 0.0 kJ/mol
DFT total energy: -159128.8673 eV

ORCA input file:
```
! RIJCOSX wB97M-V def2-TZVPD def2/J DEFGRID3
* xyz -1 1
Ru 0.79062 -0.70689 1.12173
C 3.49798 2.77158 3.51701
C 2.92697 1.36860 3.28878
C 1.83179 1.09209 4.31729
P 2.30228 1.01139 1.57734
C 1.71187 2.63863 0.98861
N 0.60543 2.57395 0.07738
Ge -0.35467 0.79498 -0.43450
N -2.21709 0.79578 0.25067
C -2.58013 -0.16942 1.26494
P -1.20070 -0.58707 2.41672
C -1.36145 0.71478 3.73080
C -2.62111 0.66107 4.59415
C -1.21267 2.10349 3.09923
C -1.81055 -2.15049 3.20525
C -1.24436 -3.38228 2.46798
C -3.33053 -2.27309 3.30970
C -2.99343 1.91064 0.07147
C -4.22709 2.17842 0.69627
C -4.85276 3.41191 0.54839
C -4.28050 4.41625 -0.21641
C -3.10568 4.13827 -0.90998
C -2.50812 2.89828 -0.81004
N -1.36565 2.47545 -1.63857
C -0.41228 3.56489 -1.81902
C -0.42427 4.49127 -2.84107
C 0.41993 5.60126 -2.80321
C 1.25303 5.76699 -1.70791
C 1.32054 4.79781 -0.71339
C 0.52419 3.63492 -0.77529
C -1.79319 1.87831 -2.90522
C -2.68482 2.47155 -3.78203
C -2.89971 1.93335 -5.04433
C -2.17468 0.80657 -5.41493
C -1.34889 0.16310 -4.50801
C -1.21157 0.63121 -3.18807
N -0.56856 -0.03013 -2.17551
C -0.27455 -1.46644 -2.28155
P -1.32201 -2.56312 -1.18012
C -0.59722 -4.25068 -1.52287
C 0.78722 -4.40786 -0.88668
C -0.56342 -4.66227 -2.99440
C -2.99817 -2.83480 -1.99615
C -3.16641 -2.34488 -3.42835
C -4.12073 -2.24499 -1.12985
C 3.89261 0.68219 0.64411
C 5.15066 1.39434 1.14155
C 3.82884 0.95697 -0.85709
H 4.08953 2.77126 4.43617
H 2.68995 3.49426 3.64726
H 4.13284 3.12537 2.70982
H 3.70200 0.61379 3.43396
H 1.06585 1.87207 4.28209
H 2.24639 1.06776 5.33034
H 1.36219 0.13725 4.10908
H 2.58289 3.13285 0.54115
H 1.44336 3.21414 1.88466
H -2.85188 -1.11999 0.81582
H -3.41878 0.16312 1.87239
H -0.50535 0.53755 4.38071
H -3.52750 0.78048 3.99206
H -2.59491 1.49036 5.30739
H -2.69443 -0.26646 5.16634
H -2.13445 2.39930 2.58989
H -0.40964 2.13289 2.36522
H -1.00903 2.85041 3.87381
H -1.37560 -2.13646 4.20718
H -1.75829 -3.51661 1.51399
H -1.37216 -4.28650 3.06931
H -0.17949 -3.28189 2.25881
H -3.77570 -2.42836 2.32351
H -3.81019 -1.40915 3.76950
H -3.56283 -3.15165 3.91776
H -4.71581 1.42202 1.29566
H -5.79988 3.58317 1.04889
H -4.75167 5.38754 -0.30742
H -2.65737 4.90260 -1.53200
H -1.09678 4.36950 -3.67771
H 0.39139 6.33295 -3.60110
H 1.86546 6.65822 -1.62239
H 1.98900 4.94808 0.12486
H -3.22529 3.35938 -3.47988
H -3.59579 2.40324 -5.72884
H -2.27157 0.40592 -6.41869
H -0.81170 -0.72413 -4.81698
H 0.72855 -1.66794 -1.89190
H -0.30343 -1.78964 -3.31814
H -1.28154 -4.92068 -0.99293
H 1.56715 -3.97040 -1.51583
H 1.02923 -5.46464 -0.73585
H 0.84589 -3.91335 0.07818
H 0.13938 -4.03869 -3.55651
H -1.54345 -4.59756 -3.47291
H -0.22175 -5.69936 -3.07774
H -3.10634 -3.92268 -1.98594
H -3.14346 -1.25834 -3.46941
H -4.13982 -2.66921 -3.81235
H -2.39629 -2.72752 -4.10245
H -3.99694 -1.16181 -1.01716
H -4.14014 -2.69749 -0.13447
H -5.09500 -2.42609 -1.59682
H 4.03553 -0.39365 0.78538
H 5.11705 2.46640 0.92816
H 6.00735 0.98273 0.60492
H 5.33507 1.24859 2.20331
H 3.71184 2.03095 -1.01870
H 2.83689 -0.74225 -1.40601
H 4.81380 0.68613 -1.25922
O 3.10646 -6.65330 4.47954
C 2.01916 -6.04299 4.53529
O 0.88668 -6.37536 4.96400
C 2.04590 -4.60594 3.96216
C 1.34502 -3.58559 4.60167
C 1.29403 -2.33752 4.02286
N 1.84171 -2.06188 2.82776
C 2.55151 -3.02799 2.23475
C 2.70408 -4.29282 2.77837
C 3.11953 -2.65520 0.88320
O 4.26574 -2.95575 0.58666
O 2.27436 -2.00801 0.14600
H 0.82523 -3.78611 5.53092
H 0.76923 -1.52281 4.51423
H 3.32300 -5.02535 2.27575
N 2.79054 0.25151 -1.60245
C 2.83896 0.53042 -2.98960
C 2.60034 1.82742 -3.45205
C 2.60320 2.10113 -4.81128
C 2.85451 1.09105 -5.73540
C 3.10787 -0.19564 -5.28008
C 3.10829 -0.47438 -3.91607
H 2.38520 2.62236 -2.74087
H 2.38324 3.10690 -5.15252
H 2.84363 1.30301 -6.79931
H 3.31942 -0.99167 -5.98490
H 3.32182 -1.47915 -3.56168
*
```